Molecular formula: C5H6ClNS
Method: DFT, the ωB97M-V functional and the def2-TZVPD basis

Atoms and positions in Å:
C: -1.129394 -1.243748 -0.800051
C: -0.852414 -0.919504 0.583308
C: -1.188273 -0.751804 1.839326
C: -0.049083 0.046196 1.351274
Cl: -0.369139 1.777380 1.102069
H: -1.150869 -2.304334 -1.075096
H: -0.448048 -0.488534 -1.190048
H: -2.175120 -0.996325 -1.018849
H: -1.821625 -0.805805 2.652629
H: 1.005836 0.033309 1.559232
N: 2.177126 2.063486 -0.717813
C: 2.243091 1.157261 -1.486128
S: 2.384508 0.210415 -2.681092
H: 1.373404 2.222007 -0.118761

Atoms 1-2, force components in eV/Å:
-1.0 0.4 0.0
-0.6 0.0 2.4

Output
**Molar mass**: 147.6 g/mol
**Kohn-Sham gap**: 10.2 eV
**SMILES**: CC1=C[C@@H]1Cl.N=C=S
**Energy relative to the best compared isomer or geometry (same formula, charge and spin)**: 2.920 eV

***

Molecular formula: C33H27AuN7O3Se
Method: DFT, the ωB97M-V functional and the def2-TZVPD basis

Atoms and positions in Å:
Au: 0.587543 0.405568 -0.066899
O: 0.426604 0.987498 1.842077
C: 1.310326 0.774488 2.801068
C: 0.858778 1.027606 4.110252
C: 1.683013 0.860194 5.193436
C: 3.000989 0.422305 5.022566
C: 3.456289 0.173901 3.754003
C: 2.637507 0.350387 2.622929
C: 3.190103 0.107464 1.303981
N: 2.555418 0.052147 0.131124
C: 3.485551 -0.218227 -0.859936
C: 4.697530 -0.329359 -0.279794
N: 4.495737 -0.122845 1.065293
H: -0.166593 1.354142 4.220894
H: 1.305838 1.059945 6.187905
H: 3.648731 0.274383 5.874381
H: 4.472475 -0.183771 3.641292
H: 3.209699 -0.323694 -1.891855
H: 5.667215 -0.535467 -0.694130
H: 5.213490 -0.117667 1.768566
C: -3.020967 3.150650 5.942388
O: -3.987906 3.657041 5.039828
C: -4.559501 2.787857 4.173508
C: -4.261691 1.428582 4.112258
C: -4.890961 0.625165 3.171349
C: -5.826914 1.165072 2.301379
C: -6.167793 2.511703 2.412382
C: -5.522180 3.325275 3.318487
N: -6.581148 0.403903 1.344919
N: -6.063209 -0.466393 0.633111
C: -4.646940 -0.709311 0.640710
C: -4.211062 -1.982829 0.926089
C: -2.862666 -2.325828 0.932888
C: -1.852901 -1.416056 0.587506
O: -0.617867 -1.714811 0.501349
C: -2.324442 -0.080167 0.250495
N: -1.404341 0.848043 -0.144558
C: -1.749249 2.067887 -0.514261
C: -3.089881 2.457973 -0.562399
C: -4.053883 1.560531 -0.193822
C: -3.702284 0.265480 0.251283
H: -2.682301 3.999462 6.528527
H: -2.171279 2.716902 5.407676
H: -3.454121 2.400372 6.608033
H: -3.550981 0.981621 4.791836
H: -4.651798 -0.428817 3.134280
H: -6.947995 2.907643 1.773790
H: -5.765150 4.375658 3.405746
H: -4.954597 -2.731257 1.175753
H: -2.559379 -3.333823 1.185705
H: -0.955005 2.743226 -0.799214
H: -3.339592 3.456518 -0.890381
H: -5.097056 1.836667 -0.251986
C: -0.056524 -3.255189 -2.099198
N: -1.118652 -2.323409 -2.450696
C: -1.013839 -1.001847 -2.570415
Se: 0.546294 0.059690 -2.493161
N: -2.232515 -0.492718 -2.797186
C: -3.178205 -1.505443 -2.762475
C: -4.563902 -1.495934 -2.864878
C: -5.191508 -2.717088 -2.742264
C: -4.468194 -3.903713 -2.532026
C: -3.093006 -3.909775 -2.430055
C: -2.461692 -2.676524 -2.544123
H: 0.891684 -2.728227 -2.132957
H: -0.048665 -4.073958 -2.816103
H: -0.232474 -3.607933 -1.085309
H: -2.405044 0.495469 -2.897493
H: -5.121809 -0.581511 -3.012876
H: -6.270082 -2.763181 -2.801388
H: -5.008262 -4.836086 -2.441532
H: -2.539206 -4.821358 -2.254671

Atoms 1-2, force components in eV/Å:
-0.2 -0.1 0.0
0.0 0.1 0.0

Output
**Molar mass**: 845.6 g/mol
**Kohn-Sham gap**: 5.4 eV
**Charge**: +1
**Energy relative to the best compared isomer or geometry (same formula, charge and spin)**: 0.126 eV

***

Molecular formula: CH5NO2S
Method: DFT, the ωB97M-V functional and the def2-TZVPD basis

Atoms and positions in Å:
C: 0.675046 -0.241121 -0.459179
N: -0.643285 0.465918 -0.411077
S: -2.025726 -0.138442 0.161313
O: -3.209135 0.906849 -0.060487
O: -2.040844 -1.490041 -0.220018
H: 1.362747 0.288310 -0.933279
H: 0.842569 -0.346033 0.640013
H: 0.463625 -1.177116 -0.854414
H: -0.548208 1.277970 -0.915362
H: -1.843307 -0.013500 1.669075

Atoms 1-2, force components in eV/Å:
-4.8 -1.6 5.1
0.9 -0.8 0.0

Output
**Molar mass**: 95.1 g/mol
**Kohn-Sham gap**: 11.2 eV
**SMILES**: CN[SH](=O)=O
**Energy relative to the best compared isomer or geometry (same formula, charge and spin)**: 3.270 eV

***

Molecular formula: C67H151BrN8O
Method: DFT, the ωB97M-V functional and the def2-TZVPD basis

Atoms and positions in Å:
C: 0.599069 1.883857 -1.275526
C: 1.820999 0.908437 -1.307046
C: 1.362149 -0.559643 -1.561236
O: 2.922699 1.354007 -2.043536
H: 0.852049 2.905877 -0.993416
H: -0.071931 1.451857 -0.533066
H: 0.083889 1.842277 -2.235196
H: 2.231929 0.829157 -0.300596
H: 1.178229 -0.811513 -2.605666
H: 0.498269 -0.885023 -0.981626
H: 2.016329 -1.348613 -1.190186
C: 1.733079 5.220747 -8.156286
C: 2.076139 4.051527 -9.007446
C: 3.492409 4.170147 -9.723856
N: 3.710779 2.806017 -10.526996
C: 3.955419 1.665257 -9.449886
C: 5.018889 2.914107 -11.429636
C: 4.643429 1.965557 -12.566326
C: 3.119709 2.059427 -12.742506
C: 2.476479 2.621167 -11.475486
H: 0.808679 5.130587 -7.585796
H: 1.635719 6.072827 -8.829026
H: 2.469359 5.569407 -7.432106
H: 1.296229 3.945157 -9.761456
H: 2.157399 3.149927 -8.400306
H: 4.290909 4.146087 -8.982296
H: 3.489529 5.034137 -10.388396
H: 3.221529 1.587597 -8.647726
H: 4.772859 2.043217 -8.835856
H: 4.217399 0.730547 -9.945656
H: 5.945119 2.448327 -11.093086
H: 5.219879 3.958427 -11.668566
H: 5.177039 1.018247 -12.489246
H: 5.318609 2.162867 -13.398976
H: 2.785529 1.052837 -12.993936
H: 2.893829 2.691647 -13.601206
H: 1.706119 2.058577 -10.948086
H: 2.147239 3.635027 -11.703066
C: -9.673111 4.474757 -2.097336
C: -10.598741 5.019707 -1.012006
C: -11.807911 4.083787 -0.784296
N: -12.887011 4.749157 0.147934
C: -12.384461 4.914987 1.609184
C: -14.167911 3.909627 0.253494
C: -15.201351 4.969457 0.757854
C: -14.770821 6.276267 0.132674
C: -13.311751 6.185327 -0.265006
H: -10.259861 3.927447 -2.835086
H: -8.961951 3.774537 -1.659126
H: -9.090771 5.327227 -2.447036
H: -10.914291 5.994437 -1.384076
H: -10.039441 5.092427 -0.079266
H: -11.603681 3.084937 -0.398696
H: -12.334991 4.046947 -1.737676
H: -11.376451 5.318427 1.705334
H: -12.443701 3.932237 2.076934
H: -13.112901 5.621017 2.007924
H: -14.088861 2.985387 0.825884
H: -14.401831 3.627797 -0.773126
H: -15.135061 5.043907 1.843284
H: -16.260261 4.801257 0.561584
H: -14.952621 7.161047 0.742764
H: -15.298991 6.473887 -0.800106
H: -12.619661 6.937287 0.114024
H: -13.295151 6.068817 -1.348636
C: 7.415759 -3.526583 2.984954
C: 6.298469 -3.843753 3.999874
C: 6.935599 -4.568873 5.252714
N: 5.923969 -4.963933 6.401754
C: 5.082809 -3.793653 6.797314
C: 6.718299 -5.684573 7.415524
C: 6.992229 -7.130643 6.826064
C: 5.963859 -7.338083 5.788594
C: 5.065159 -6.119813 5.985584
H: 6.955959 -3.157573 2.068154
H: 8.022649 -4.373133 2.663814
H: 8.138549 -2.853873 3.446614
H: 5.565489 -4.505923 3.539024
H: 5.678729 -2.949223 4.061804
H: 7.776469 -3.948053 5.561934
H: 7.513469 -5.443443 4.953924
H: 5.715109 -2.906243 6.825784
H: 4.767749 -3.938903 7.830624
H: 4.313429 -3.565163 6.059784
H: 6.074319 -5.699263 8.294834
H: 7.562649 -5.130163 7.825174
H: 6.756999 -7.673003 7.741824
H: 8.015389 -7.338163 6.512724
H: 5.351199 -8.199473 6.054574
H: 6.371609 -7.332833 4.777754
H: 4.240379 -6.313213 6.671454
H: 4.845059 -5.854613 4.951494
C: -6.000901 0.421367 5.676854
C: -5.912101 -0.560123 6.820544
C: -6.596621 -1.868193 6.726674
N: -6.400441 -2.823463 8.000624
C: -4.961841 -3.008963 8.454994
C: -7.070381 -4.165453 7.710314
C: -7.303311 -4.813893 9.125644
C: -7.553481 -3.570983 10.051794
C: -7.207271 -2.346193 9.194064
H: -5.949101 1.488377 5.893414
H: -6.997571 0.460587 5.237284
H: -5.310691 0.186177 4.866664
H: -6.317381 -0.090963 7.717074
H: -4.829301 -0.644893 6.912434
H: -6.192611 -2.459473 5.904924
H: -7.638011 -1.583913 6.575694
H: -4.303601 -2.936593 7.589204
H: -4.750431 -3.973183 8.917244
H: -4.640611 -2.174013 9.077694
H: -6.356291 -4.673203 7.061954
H: -8.006521 -3.905593 7.216134
H: -6.458441 -5.421363 9.450124
H: -8.132531 -5.520713 9.155614
H: -6.739441 -3.563923 10.776634
H: -8.560021 -3.600943 10.469014
H: -6.658131 -1.636303 9.812604
H: -8.088961 -1.788243 8.878754
C: 9.986809 4.396657 1.307074
C: 10.250449 5.440907 0.179834
C: 9.990379 4.741687 -1.139906
N: 10.182679 5.655387 -2.410786
C: 9.045329 6.715557 -2.440046
C: 10.208999 4.846807 -3.808876
C: 10.990489 5.678487 -4.870116
C: 12.082169 6.397217 -3.932596
C: 11.553419 6.323977 -2.446776
H: 10.722019 3.592207 1.286224
H: 9.070829 3.820877 1.174544
H: 9.975259 4.820967 2.311024
H: 11.217049 5.943967 0.206934
H: 9.474449 6.200597 0.273594
H: 9.028759 4.229517 -1.172236
H: 10.686629 3.923507 -1.324096
H: 8.116859 6.147927 -2.502016
H: 9.177749 7.358507 -3.310206
H: 9.028199 7.261077 -1.496536
H: 9.196629 4.508607 -4.029806
H: 10.775489 3.932237 -3.633556
H: 10.195369 6.301667 -5.279446
H: 11.349249 5.037627 -5.675526
H: 12.226339 7.406657 -4.317756
H: 13.081599 6.017597 -4.145066
H: 11.538919 7.238277 -1.853516
H: 12.027099 5.504557 -1.906156
C: -9.402441 -7.401783 -0.190916
C: -9.430631 -6.778873 -1.657346
C: -7.967821 -6.409313 -1.891416
N: -7.727811 -5.150403 -2.802486
C: -8.150941 -3.855213 -2.015486
C: -8.551911 -5.299473 -4.123466
C: -7.801781 -4.463923 -5.148276
C: -6.270571 -4.416353 -4.672466
C: -6.211191 -4.987043 -3.174346
H: -10.416461 -7.596403 0.158354
H: -8.996471 -6.771193 0.600054
H: -8.943781 -8.388553 -0.127426
H: -10.154431 -5.963933 -1.647586
H: -9.827961 -7.444583 -2.423536
H: -7.422771 -7.188603 -2.424076
H: -7.366941 -6.161593 -1.016386
H: -7.875071 -3.928793 -0.963546
H: -9.234791 -3.965413 -1.980446
H: -7.661631 -3.022033 -2.519946
H: -9.607621 -5.159413 -3.891166
H: -8.408271 -6.361923 -4.320116
H: -8.330501 -3.513603 -5.074506
H: -7.836381 -4.902003 -6.145756
H: -5.946561 -3.376643 -4.718426
H: -5.597361 -4.969173 -5.327676
H: -5.713621 -4.332743 -2.458516
H: -5.728821 -5.962583 -3.113116
C: 7.274779 -6.060513 -6.098976
C: 6.590959 -7.419773 -6.041126
C: 5.606999 -7.522083 -4.904366
N: 4.692709 -8.731603 -4.988336
C: 5.681939 -9.923443 -4.731166
C: 3.725299 -8.813213 -6.219166
C: 2.628499 -9.736903 -5.707406
C: 2.465929 -9.527113 -4.185756
C: 3.710589 -8.692323 -3.856436
H: 6.728389 -5.176153 -6.426796
H: 8.059069 -6.182733 -6.845996
H: 7.827219 -5.765443 -5.206886
H: 7.408439 -8.090393 -5.776366
H: 6.193569 -7.591693 -7.041446
H: 4.975799 -6.635833 -4.969446
H: 5.967049 -7.545603 -3.875826
H: 5.283549 -10.936243 -4.671056
H: 6.107139 -9.898273 -3.727836
H: 6.494089 -10.040793 -5.448616
H: 4.116889 -9.207843 -7.156736
H: 3.344309 -7.869033 -6.608356
H: 2.762879 -10.787513 -5.964796
H: 1.725219 -9.358303 -6.185776
H: 2.539739 -10.490393 -3.681036
H: 1.501159 -9.041833 -4.038046
H: 4.236269 -8.966993 -2.941936
H: 3.391909 -7.650343 -3.827636
C: 1.764599 10.315617 9.788814
C: 1.081629 9.293537 8.827354
C: 2.159709 8.579617 8.077744
N: 1.747909 7.672387 6.855124
C: 1.167839 8.550947 5.775304
C: 0.815129 6.527417 7.304504
C: 1.695869 5.367647 7.798384
C: 2.894129 5.452767 6.774434
C: 2.995399 6.927107 6.250854
H: 1.538499 11.241087 9.259204
H: 2.847309 10.202047 9.734674
H: 1.367109 10.289777 10.803424
H: 0.260199 9.751927 8.276704
H: 0.430729 8.723127 9.489974
H: 2.697909 8.012057 8.836894
H: 2.835939 9.287147 7.597944
H: 0.323499 9.093117 6.201024
H: 0.902789 7.933757 4.916864
H: 1.935759 9.298817 5.577594
H: 0.382509 6.340007 6.321744
H: -0.039451 6.776017 7.933784
H: 1.271779 4.373627 7.656354
H: 1.997819 5.480027 8.839684
H: 2.510239 4.744557 6.040154
H: 3.880209 5.170847 7.143554
H: 2.930539 7.047817 5.169494
H: 3.903919 7.381427 6.646194
Br: -1.339461 -6.399393 2.340704

Atoms 1-2, force components in eV/Å:
0.4 -1.3 0.1
2.1 0.5 -0.5

Output
**Molar mass**: 1164.9 g/mol
**Kohn-Sham gap**: 3.7 eV
**Charge**: +6
**Energy relative to the best compared isomer or geometry (same formula, charge and spin)**: 0.000 eV

***

Question: energy relative to the best compared isomer or geometry (same formula, charge and spin) of number 2 (C33H27AuN7O3Se)?
Answer: 0.126 eV

***

Question: Among the records above, which one has the highest Kohn-Sham gap?
Answer: CH5NO2S